{
  "formula": "C14H18N2O",
  "method": "the ωB97M-V functional and the def2-TZVPD basis",
  "homo_energy_ev": -8.2,
  "relative_energy_kj_mol": 11.0,
  "orbital_gap_ev": 8.469,
  "energy_ha": -729.058659,
  "symbols": ["H", "C", "C", "C", "H", "H", "C", "H", "C", "C", "H", "N", "H", "C", "O", "C", "H", "H", "C", "H", "C", "H", "H", "C", "H", "H", "H", "N", "C", "H", "H", "C", "C", "H", "H"],
  "coordinates": [[0.196, -1.994, -0.313], [1.677, -2.490, -1.825], [0.366, 0.975, -1.684], [2.378, -0.294, -0.785], [2.700, -0.800, 0.128], [-1.306, 2.011, -2.189], [0.940, -2.761, -0.514], [-4.022, 3.109, 1.452], [-0.687, 1.233, 0.957], [1.062, 0.413, -0.528], [2.191, -4.578, -2.138], [-0.820, 1.613, -1.393], [3.123, 0.477, -1.019], [-1.368, 1.772, -0.149], [0.748, 0.921, -2.842], [-3.089, 2.584, 1.309], [2.166, -0.719, -2.735], [-2.443, 1.689, 4.536], [2.689, -3.613, -2.085], [0.929, -2.511, -2.632], [-2.429, 2.054, 2.424], [-0.709, 0.969, 3.079], [0.430, -3.719, -0.586], [0.544, 0.552, 0.713], [-3.092, 2.862, -0.811], [3.209, -3.431, -3.021], [3.425, -3.637, -1.285], [2.409, -1.222, -1.889], [-3.021, 2.228, 3.790], [1.068, 0.137, 1.564], [1.634, -2.810, 0.322], [-1.238, 1.387, 2.235], [-2.573, 2.449, 0.042], [-3.040, 3.283, 4.061], [-4.046, 1.861, 3.810]],
  "forces_ev_per_angstrom": [[-0.064, -0.044, 0.088], [0.260, -0.414, 0.001], [-0.345, 0.197, 0.095], [0.014, 0.224, -0.122], [0.004, 0.157, 0.012], [0.171, -0.115, 0.070], [-0.018, 0.176, -0.314], [-0.107, 0.060, -0.009], [-0.389, 0.284, -0.227], [0.172, -0.176, 0.476], [-0.027, -0.217, -0.017], [-0.097, 0.101, -0.375], [-0.032, -0.094, 0.152], [0.046, -0.122, 0.719], [0.232, -0.014, -0.246], [0.171, -0.088, -0.091], [0.043, -0.083, 0.144], [-0.003, -0.018, 0.092], [-0.413, 0.120, -0.091], [0.087, 0.059, 0.090], [0.068, -0.065, 0.067], [0.054, -0.049, 0.119], [-0.014, -0.084, 0.034], [0.222, 0.000, -0.530], [-0.068, 0.049, -0.088], [0.085, -0.011, -0.090], [0.110, 0.011, 0.115], [-0.065, 0.101, -0.260], [-0.018, 0.046, -0.017], [0.097, -0.101, 0.065], [0.073, -0.020, 0.156], [-0.153, 0.109, -0.198], [-0.005, 0.004, -0.008], [-0.026, 0.042, 0.101], [-0.063, -0.022, 0.086]]
}